# 1
# C22H39BrClF3N2O8P2S

3 unconnected molecules or ions with the total composition C22H39BrClF3N2O8P2S (the ωB97M-V functional and the def2-TZVPD basis, OMol25).

ORCA input file:
```
! RIJCOSX wB97M-V def2-TZVPD def2/J DEFGRID3
* xyz 0 1
C 2.35464 1.07285 2.94495
C 2.04448 0.30663 2.07564
C 1.57151 -0.63813 1.05698
C 2.69293 -1.29241 0.23319
O 3.27543 -0.25484 -0.54559
C 3.37367 -0.28733 -1.95866
C 3.89556 -1.61262 -2.56594
C 5.29187 -1.64818 -3.13515
N 6.22838 -2.24238 -2.51869
P 4.64838 1.07568 -2.09890
S 5.17099 1.86009 -3.80150
C 1.96154 -0.05632 -2.61086
Cl 2.10908 0.23253 -4.39092
N 1.05323 0.87438 -1.96917
C -0.34008 0.74775 -2.47068
C -1.23554 -0.29777 -1.80129
C -1.02453 -1.74884 -2.15851
F -0.09213 -2.37079 -1.40038
F -0.63365 -1.90651 -3.44083
F -2.15266 -2.45591 -2.00025
P 1.57702 2.49860 -1.85370
O 1.92218 2.97349 -0.49513
C 3.70721 -1.97447 1.17643
Br 4.15876 -3.75789 0.50978
C 4.93750 -1.12703 1.52677
C 6.24516 -1.42566 0.79825
H 2.64047 1.75853 3.71608
H 0.93276 -0.10432 0.35558
H 0.98165 -1.42388 1.54016
H 2.22245 -2.05401 -0.38359
H 3.24295 -1.88910 -3.39830
H 3.82835 -2.41108 -1.82604
H 5.43462 -1.17198 -4.10781
H 7.09190 -2.20590 -3.05908
H 4.14269 1.98500 -1.16647
H 5.69670 0.46685 -1.40749
H 1.48660 -1.03410 -2.57058
H -0.83884 1.69858 -2.27884
H -0.36647 0.60364 -3.55212
H -2.25489 -0.08771 -2.14132
H -1.25085 -0.18679 -0.71597
H 0.52227 3.20633 -2.44821
H 2.60104 2.56987 -2.80593
H 3.17858 -2.19628 2.10189
H 4.67673 -0.07918 1.38575
H 5.11130 -1.25113 2.59878
H 6.10797 -1.59302 -0.26818
H 6.75509 -2.28510 1.23288
H 6.91320 -0.56755 0.91700
C -5.31312 -3.32279 -1.92266
C -5.20979 -2.62300 -0.58587
O -5.56218 -1.23149 -0.67345
C -6.86668 -0.97355 -0.74614
O -7.75555 -1.78246 -0.70088
O -7.02000 0.34437 -0.87038
C -8.37965 0.77373 -0.99421
H -4.71404 -2.79958 -2.66826
H -4.94657 -4.34564 -1.83746
H -6.34301 -3.35627 -2.27390
H -4.17892 -2.61777 -0.23832
H -5.82252 -3.10935 0.17219
H -8.97751 0.40218 -0.16555
H -8.80309 0.42636 -1.93488
H -8.34605 1.85837 -0.97725
C -3.63337 2.51380 6.21837
C -2.64378 3.63759 6.00491
O -1.53391 3.23523 5.18476
C -1.78638 3.16503 3.87913
O -2.82777 3.43895 3.34090
O -0.68204 2.74265 3.26674
C -0.81150 2.58102 1.85314
H -3.13147 1.64070 6.63679
H -4.41117 2.83340 6.91186
H -4.10526 2.22610 5.28058
H -2.18591 3.93378 6.94634
H -3.11869 4.51247 5.56233
H -1.16981 3.49721 1.38891
H -1.50133 1.76530 1.63093
H 0.18382 2.34105 1.48730
*
```

Results
HOMO energy: -8.91 eV
SMILES: [H]/N=C/C[C@@](O[C@H](CC#C)[C@@H](Br)CC)([PH2]=S)[C@H](Cl)N(CCC(F)(F)F)[PH2]=O.CCOC(=O)OC.CCOC(=O)OC

# 2
# C22H39Cl8N3O4

9 unconnected molecules or ions with the total composition C22H39Cl8N3O4 (the ωB97M-V functional and the def2-TZVPD basis, OMol25).

ORCA input file:
```
! RIJCOSX wB97M-V def2-TZVPD def2/J DEFGRID3
* xyz 0 1
N -2.06137 0.20322 2.52385
C -2.75448 0.46650 1.43118
C -3.53970 1.64039 1.70109
C -3.16658 2.02077 3.05800
C -2.25789 1.07825 3.53641
H -1.54960 -0.65607 2.66463
H -2.69239 -0.23106 0.60902
H -4.16562 2.21057 1.03062
H -3.45992 2.93713 3.54852
H -1.59654 1.03495 4.38913
N 0.58156 0.90495 0.86803
C 1.20376 1.22636 -0.26349
C 1.93646 0.12573 -0.66055
C 1.71061 -0.85537 0.29667
C 0.91161 -0.31251 1.27583
H -0.00492 1.58961 1.32341
H 0.94768 2.21093 -0.62604
H 2.51228 0.00020 -1.56558
H 2.13400 -1.84347 0.40064
H 0.49779 -0.65425 2.21304
N -0.30416 5.13971 -1.23652
C -1.18283 4.14059 -1.58375
C -0.54076 3.47019 -2.66596
C 0.64908 4.16194 -2.91394
C 0.82808 5.21123 -1.97671
H -0.52380 5.80289 -0.50711
H -2.06422 3.87969 -1.01676
H -1.01426 2.63504 -3.16067
H 1.39396 3.87779 -3.64250
H 1.55702 5.99059 -1.81044
C 1.02001 0.35543 -5.32211
Cl 1.26489 1.16926 -3.80761
Cl 1.68119 1.40669 -6.54035
Cl 2.05526 -1.05946 -5.22426
Cl -0.63696 -0.03570 -5.81892
C 4.40069 -4.41723 -0.48091
Cl 3.88933 -4.84591 1.15136
Cl 3.07690 -3.64957 -1.41372
Cl 5.60235 -3.07139 -0.18235
Cl 5.10199 -5.89305 -1.33004
C 3.79498 4.27748 1.50300
C 2.61214 5.07987 0.90285
O 3.10033 6.40983 0.66969
H 4.26343 4.84631 2.30618
H 4.46474 4.00708 0.68667
H 3.50219 3.32826 1.95172
H 1.71552 5.17581 1.51519
H 2.23128 4.71359 -0.05050
H 2.83320 7.00320 1.37549
C -2.19457 -2.43656 -3.13133
C -1.08826 -1.63067 -2.55816
O -1.55574 -1.13717 -1.31563
H -2.37599 -3.30825 -2.50257
H -1.93558 -2.64373 -4.16964
H -3.14212 -1.89779 -3.13256
H -0.75499 -0.81405 -3.19861
H -0.27743 -2.33759 -2.38233
H -0.89837 -0.47488 -1.09016
C -3.46659 -2.58018 4.07952
C -2.12901 -3.27636 3.79479
O -1.24416 -2.53905 2.88421
H -3.80879 -2.01564 3.21219
H -3.39694 -1.74312 4.77422
H -4.16591 -3.28459 4.52996
H -2.38012 -4.18468 3.24708
H -1.65367 -3.44608 4.76089
H -1.25824 -2.95963 2.02134
C 0.17261 -5.18405 0.60855
C -0.31121 -4.01189 -0.23867
O -1.49632 -3.40916 0.24997
H -0.54658 -5.98275 0.42705
H 0.39873 -5.00395 1.65952
H 1.05690 -5.70346 0.23929
H -0.44630 -4.26178 -1.29100
H 0.51863 -3.30799 -0.30183
H -1.57828 -2.63194 -0.30752
*
```

Results
HOMO energy: -8.08 eV
ΔE to the lowest compared entry with this formula, charge and spin: 0.0 kcal/mol
SMILES: ClC(Cl)(Cl)Cl.ClC(Cl)(Cl)Cl.c1cc[nH]c1.c1cc[nH]c1.c1cc[nH]c1.CCO.CCO.CCO.CCO

# 3
# C22H39ClFeIN3OSSbSi3

A molecular structure, C22H39ClFeIN3OSSbSi3 (the ωB97M-V functional and the def2-TZVPD basis, OMol25).

ORCA input file:
```
! RIJCOSX wB97M-V def2-TZVPD def2/J DEFGRID3
* xyz 1 5
Fe -0.30622 0.89286 0.06122
Cl 3.65131 -1.04036 5.43364
C 3.04030 -0.60534 3.87452
C 3.90455 -0.48622 2.81902
C 3.43100 -0.14991 1.54724
I 4.75464 -0.02884 -0.06565
C 2.08772 0.10450 1.29219
O 1.61070 0.43174 0.11902
C 1.19625 -0.00400 2.41148
N -0.11320 0.27814 2.16732
C -0.98371 0.14191 3.14499
C -0.62532 -0.26878 4.43382
C 0.69078 -0.52107 4.71390
C 1.65660 -0.38528 3.69452
H 4.96048 -0.66034 2.97299
H -2.01583 0.37882 2.91132
H -1.38719 -0.37579 5.19268
H 0.99916 -0.82831 5.70342
C -2.24753 -2.32286 -3.22501
N -2.41125 -0.88690 -3.31293
C -2.37488 -0.20139 -4.60364
C -2.53984 1.26796 -4.20598
N -2.18270 1.23189 -2.78673
C -2.24657 -0.03154 -2.30925
S -2.14861 -0.43791 -0.67057
H -2.98259 -2.81509 -3.85919
H -2.39971 -2.63808 -2.19693
H -1.24417 -2.61412 -3.54442
H -3.17188 -0.55641 -5.25435
H -1.41504 -0.38420 -5.09476
H -3.56812 1.61000 -4.33985
H -1.87401 1.92260 -4.76326
H -2.44728 1.99510 -2.18551
C -3.08892 3.78304 1.97825
Si -2.42406 4.55029 0.38883
C -2.16947 6.40570 0.52930
C -3.59443 4.16305 -1.05024
Sb -0.13288 3.33667 0.13824
Si 1.23205 4.22460 2.19232
C 1.09197 6.10683 2.27677
C 3.03036 3.73648 1.93002
C 0.53849 3.40113 3.74052
Si 1.21222 4.13669 -1.96217
C 0.56497 3.09187 -3.39918
C 0.88168 5.97798 -2.19315
C 3.02897 3.79019 -1.67136
H -4.12752 4.06187 2.16736
H -2.49342 4.11633 2.82984
H -3.03185 2.69335 1.92991
H -3.12767 6.91852 0.63976
H -1.67043 6.80367 -0.35591
H -1.55639 6.64468 1.39805
H -4.42762 4.86874 -1.04786
H -4.02407 3.16136 -0.96275
H -3.09637 4.26456 -2.01861
H 1.07882 6.54917 1.27897
H 1.95005 6.51754 2.81308
H 0.19114 6.42542 2.80332
H 3.54539 4.45643 1.29318
H 3.11588 2.75217 1.46731
H 3.55713 3.70221 2.88675
H -0.55190 3.39726 3.75829
H 0.88545 3.91915 4.63755
H 0.87830 2.36533 3.80254
H -0.35484 3.50721 -3.81563
H 0.36937 2.06959 -3.07074
H 1.30605 3.05083 -4.20059
H -0.16560 6.17615 -2.42915
H 1.49204 6.38070 -3.00507
H 1.13394 6.52865 -1.28503
H 3.17548 2.76969 -1.31481
H 3.45060 4.47391 -0.93419
H 3.59863 3.90277 -2.59699
*
```

Results
<S²>: 6.015
HOMO energy (spin up / spin down): -9.82 / -9.93 eV
ΔE to the lowest compared entry with this formula, charge and spin: 10.0 kcal/mol

# 4
# C22H39ClNO13P2

3 unconnected molecules or ions with the total composition C22H39ClNO13P2 (the ωB97M-V functional and the def2-TZVPD basis, OMol25).

ORCA input file:
```
! RIJCOSX wB97M-V def2-TZVPD def2/J DEFGRID3
* xyz 1 1
C 9.49569 3.75456 -0.50112
C 8.13144 3.87128 -1.25949
O 8.12919 3.65252 -2.44030
O 6.87886 4.16968 -0.65575
C 6.87422 5.40991 0.01027
O 7.25726 5.42599 1.15272
C 6.37326 6.76204 -0.60508
O 5.10529 6.68914 -1.28645
C 4.05299 6.45288 -0.40386
O 3.42516 7.28894 0.16647
C 3.66271 4.94487 -0.22033
C 3.05969 4.37502 0.99474
C 2.80082 2.92512 0.98857
N 3.11315 2.14450 -0.10879
C 3.64240 2.63685 -1.28016
Cl 4.02811 1.62726 -2.68728
C 3.93478 4.05890 -1.37318
H 9.33417 3.64622 0.60227
H 9.98761 2.81075 -0.85538
H 10.10397 4.66939 -0.75933
H 6.31845 7.56173 0.18838
H 7.14505 7.13020 -1.34277
H 2.82176 5.02735 1.86955
H 2.37391 2.43299 1.89218
H 2.92281 1.13226 -0.07987
H 4.39875 4.49014 -2.29898
O -0.94575 -3.33369 -0.91492
P 0.24304 -2.48501 -1.30221
O 1.35464 -3.70652 -1.48179
C 1.01182 -4.92402 -2.13908
C 1.18905 -4.83245 -3.64274
O 0.67034 -1.98602 0.20935
C -0.22960 -2.10623 1.30998
C -0.03221 -3.42781 2.02669
O 1.39438 -1.37379 -1.82944
C 2.02388 -1.45738 -3.09599
C 1.08857 -1.09793 -4.23192
H -0.00428 -5.24281 -1.90294
H 1.68093 -5.69335 -1.74720
H 0.56715 -4.03808 -4.06354
H 0.91562 -5.77420 -4.12168
H 2.22765 -4.61269 -3.90056
H -1.26303 -1.97110 0.98730
H -0.00782 -1.28669 1.99970
H -0.09630 -4.27533 1.34210
H -0.78175 -3.55569 2.81004
H 0.95947 -3.46805 2.48257
H 2.48285 -2.43464 -3.24432
H 2.84835 -0.74312 -3.07561
H 0.18177 -1.70714 -4.20491
H 1.58131 -1.23729 -5.19459
H 0.77427 -0.05424 -4.15100
O -5.88845 -0.86654 0.27022
P -6.58906 -1.71751 1.30758
O -5.64459 -1.30750 2.61703
C -5.24452 0.03802 2.84131
C -6.28451 0.82379 3.61812
O -5.89864 -3.16040 0.92873
C -5.22215 -3.35893 -0.30868
C -3.74528 -3.04191 -0.17459
O -7.57950 -2.62652 2.31641
C -8.25793 -2.07082 3.42803
C -9.40992 -1.17902 3.01343
H -5.00824 0.55410 1.90900
H -4.31925 -0.00022 3.42250
H -7.23905 0.84266 3.08703
H -5.95529 1.85352 3.77211
H -6.45930 0.37596 4.59875
H -5.68952 -2.78056 -1.10756
H -5.34032 -4.41226 -0.57555
H -3.57929 -2.04287 0.23545
H -3.24888 -3.10713 -1.14114
H -3.26668 -3.74471 0.51068
H -7.56462 -1.55543 4.09260
H -8.65336 -2.91033 4.00646
H -9.07718 -0.39838 2.32370
H -9.86716 -0.71099 3.88577
H -10.17317 -1.76121 2.49224
*
```

Results
HOMO energy: -11.36 eV

# 5
# C22H40AlFO18PS

A molecular structure, C22H40AlFO18PS (the ωB97M-V functional and the def2-TZVPD basis, OMol25).

ORCA input file:
```
! RIJCOSX wB97M-V def2-TZVPD def2/J DEFGRID3
* xyz -1 1
C 2.10167 -3.00645 -3.36950
C 2.81199 -1.68053 -3.62271
O 2.27977 -0.67100 -2.79387
Al 2.93529 0.97344 -3.03493
C 4.42799 1.11982 -4.33487
C 5.81242 0.91096 -3.74717
C 6.68041 2.15117 -3.71147
F 5.71332 0.38984 -2.45002
P 1.10625 2.22673 -3.93871
O 1.10215 3.67878 -3.64482
O 1.16746 2.02351 -5.56550
O -0.34782 1.58615 -3.58339
S 3.38903 1.88166 -0.94223
C 1.87153 2.51918 -0.23173
O 3.88377 0.88020 -0.00174
O 4.26833 3.03675 -1.14448
H 2.32001 -3.69826 -4.18634
H 1.02412 -2.85288 -3.31896
H 2.45497 -3.47389 -2.45084
H 2.70407 -1.43695 -4.68803
H 3.88156 -1.81053 -3.41765
H 4.28210 0.45162 -5.18525
H 4.35468 2.13313 -4.74151
H 6.33257 0.14796 -4.33405
H 6.35952 2.80660 -2.90236
H 6.58400 2.67807 -4.66017
H 7.73325 1.90490 -3.57565
H 1.29259 2.90498 -5.92875
H -0.41741 0.70806 -3.97164
H 2.00710 3.58136 -0.03568
H 1.68410 1.98746 0.69547
H 1.04477 2.37942 -0.92716
C -0.61540 -3.65135 0.56729
C -0.69692 -2.17224 0.28694
C 0.48803 -1.59753 -0.46227
O 0.54424 -0.25741 0.04258
C -0.01861 -0.24126 1.26197
O 0.02373 0.68437 2.01038
O -0.66243 -1.40547 1.51145
H 0.11963 -3.84461 1.34984
H -1.57704 -4.03285 0.91193
H -0.33714 -4.20544 -0.32777
H -1.63199 -1.92431 -0.22248
H 0.36731 -1.57681 -1.53856
H 1.42929 -2.09430 -0.22128
C -1.73636 3.67659 1.14527
C -1.76954 5.13511 0.76974
C -0.50147 5.67083 0.13482
O -0.50565 7.04662 0.55983
C -1.21807 7.13292 1.70168
O -1.26766 8.09479 2.40148
O -1.87291 5.97609 1.94171
H -1.10018 3.51744 2.01560
H -2.73699 3.32314 1.39554
H -1.35624 3.07174 0.32206
H -2.63672 5.35307 0.14069
H -0.49763 5.61692 -0.95000
H 0.39457 5.18510 0.52525
C -1.94054 -9.12067 2.99394
C -1.20347 -8.73416 1.73496
C -0.07481 -7.73941 1.92910
O -0.07162 -7.02958 0.68692
C -1.31311 -7.11015 0.15253
O -1.69424 -6.47739 -0.77437
O -2.06211 -8.01264 0.83288
H -2.56695 -8.29508 3.33078
H -2.58611 -9.98060 2.82164
H -1.23377 -9.37678 3.78379
H -0.84605 -9.62188 1.20644
H 0.89335 -8.20582 2.09049
H -0.28051 -7.03330 2.73750
C -4.16478 4.11506 4.96001
C -5.42319 3.41706 4.50291
C -5.80931 2.18800 5.30126
O -6.46359 1.37349 4.32134
C -5.98348 1.72013 3.09900
O -6.18278 1.11512 2.09945
O -5.24839 2.85198 3.19231
H -3.28907 3.52209 4.69674
H -4.05869 5.08844 4.48374
H -4.18412 4.26254 6.04053
H -6.25914 4.11970 4.44794
H -6.49114 2.39999 6.12082
H -4.93579 1.65146 5.67934
*
```

Results
HOMO energy: -5.41 eV

# 6
# C22H40Cl2N3O6S

3 unconnected molecules or ions with the total composition C22H40Cl2N3O6S (the ωB97M-V functional and the def2-TZVPD basis, OMol25).

ORCA input file:
```
! RIJCOSX wB97M-V def2-TZVPD def2/J DEFGRID3
* xyz 1 1
C 1.84656 -0.73551 1.84981
C 1.74026 -1.65342 0.56702
Cl 1.71505 -3.45878 0.87318
C 1.68753 -1.17740 -0.76788
Cl 1.60351 -2.44847 -2.06532
C 1.74177 0.39473 -1.07672
C 2.47007 0.74699 -2.45097
O 1.74213 0.41271 -3.63707
O 2.82879 2.13176 -2.54465
C 1.93844 3.00415 -1.81170
C 2.65655 3.53949 -0.46184
N 1.75424 4.24121 -2.67600
C 2.87062 4.43427 -3.29290
S 4.44492 4.76669 -3.67792
C 0.46854 2.43225 -1.57784
N 0.41864 1.08540 -0.90357
C -0.79342 0.28712 -1.29314
C -1.54751 -0.42128 -0.07876
C -3.03926 -0.89731 -0.44495
C -3.99550 0.28651 -0.92175
C -3.98201 1.58388 0.01290
N -4.09709 2.80698 -0.87024
H 2.41207 -1.34778 2.63758
H 0.82791 -0.49553 2.28926
H 2.44453 0.21646 1.70880
H 2.42127 0.81128 -0.25020
H 3.43266 0.12294 -2.47232
H 1.00567 -0.20361 -3.46485
H 2.74660 4.67547 -0.50494
H 3.72904 3.14714 -0.45761
H 2.07457 3.26375 0.47224
H -0.04663 3.16259 -0.85746
H -0.10225 2.48270 -2.55334
H 0.32295 1.28144 0.11316
H -1.54069 1.03506 -1.74180
H -0.62448 -0.49478 -2.09290
H -1.52687 0.16720 0.89282
H -0.97122 -1.39349 0.12865
H -3.48582 -1.31852 0.51871
H -3.06655 -1.73559 -1.20870
H -5.08121 -0.04023 -1.04501
H -3.67394 0.64340 -1.96665
H -3.07949 1.67843 0.69071
H -4.92495 1.55939 0.63972
H -4.80357 3.45101 -0.50360
H -3.19306 3.28990 -0.92870
O 4.71113 -9.38313 -1.21596
C 4.74435 -8.25936 -1.65057
O 4.61063 -7.21004 -0.81512
C 4.82116 -5.84494 -1.19616
C 3.56392 -5.24957 -1.79772
C 4.83620 -8.00890 -3.13050
H 5.68833 -5.74809 -1.85307
H 5.06820 -5.30822 -0.27768
H 3.27322 -5.76743 -2.71421
H 3.71304 -4.19397 -2.02990
H 2.72718 -5.34314 -1.10222
H 3.83958 -8.06583 -3.56794
H 5.47022 -8.78170 -3.57225
H 5.29549 -7.05603 -3.38955
O -4.24340 1.27077 3.00510
C -4.41411 2.30696 3.60528
O -3.36831 2.93764 4.16756
C -3.43156 4.25613 4.73527
C -3.89908 4.20542 6.17564
C -5.79792 2.85407 3.81688
H -4.03996 4.92145 4.11876
H -2.41361 4.64951 4.70235
H -4.91125 3.80435 6.25553
H -3.88707 5.20315 6.61817
H -3.25162 3.55099 6.76355
H -6.24855 2.36857 4.68219
H -6.39526 2.63611 2.92756
H -5.83030 3.93457 3.94579
*
```

Results
HOMO energy: -11.58 eV
ΔE to the lowest compared entry with this formula, charge and spin: 81.6 kcal/mol

Looking at maximum force for the records above, in order, we have 1.0; 3.1; 2.4; 8.6; 0.9; 4.5 eV/A.
Looking at DFT total energy for the records above, in order, we have -5987.79040; -5008.29938; -4629.70817; -3037.15956; -3298.78159; -2796.15506 Eh.